1.
This record from OMol25 describes 2 unconnected molecules or ions with the total composition C10H16O. The level of theory is ωB97M-V/def2-TZVPD.

Output
**M**: 152.2 g mol⁻¹
**Electronic energy**: -465.783625 Eh
**E_LUMO**: 0.92 eV
**Gap between HOMO and LUMO**: 9.4 eV

Structure (XYZ):
```
27
Properties=species:S:1:pos:R:3:lowdin_charge:R:1
O 2.86 1.68 -0.34 0.01
C 1.44 -3.40 0.74 -0.08
C 0.36 -3.61 -0.43 -0.28
C 0.69 0.80 -0.06 -0.03
C -1.12 2.33 0.20 -0.25
C -0.41 3.43 -0.31 -0.03
C -2.55 2.24 0.75 -0.06
C 0.96 3.22 -0.52 -0.03
C -0.55 1.08 0.35 -0.11
C 1.46 1.92 -0.47 -0.27
C -0.68 -2.48 -0.44 -0.16
H 1.56 4.04 -0.95 0.12
H -0.95 4.23 -0.78 0.11
H -1.03 -2.12 -1.44 0.09
H -0.31 -1.48 -0.03 0.04
H -3.22 1.97 -0.12 0.10
H -2.64 1.61 1.58 0.05
H 1.91 -2.47 0.52 0.04
H -3.07 3.11 1.09 0.06
H -1.21 0.26 0.67 0.11
H -1.51 -2.84 0.07 0.03
H 0.89 -3.65 -1.45 0.11
H 0.96 -3.30 1.72 0.08
H 3.32 2.15 -1.01 0.07
H 2.13 -4.17 0.73 0.03
H -0.50 -4.42 -0.39 0.12
H 1.18 -0.15 0.32 0.13
```

---

2.
This record from OMol25 describes a molecular structure, C33H57BrN2O2SiV. The level of theory is ωB97M-V/def2-TZVPD.

Output
**M**: 672.8 g mol⁻¹
**Electronic energy**: -5358.954181 Eh
**E_LUMO (spin up / spin down)**: -2.20 / -2.58 eV
**Spin multiplicity**: 3
**Expectation value of S²**: 2.02
**Net charge**: +1
**Gap between HOMO and LUMO (spin up / spin down)**: 8.4 / 8.5 eV

Structure (XYZ):
```
97
Properties=species:S:1:pos:R:3:lowdin_spin:R:1
Br -1.91 0.09 2.06 0.05
V -1.15 -0.37 -0.09 1.89
Si 1.56 -0.11 -2.49 0.00
O 0.63 1.88 1.57 0.00
O 4.32 0.85 1.51 0.00
N -1.36 -2.23 -0.30 -0.02
N -2.57 0.21 -1.20 -0.01
C 4.33 -0.51 1.94 0.00
C -1.77 -2.68 -1.53 0.04
C 4.69 -0.56 3.42 0.00
C 0.16 -4.57 2.19 0.00
C 0.71 0.26 -0.81 -0.02
C -4.33 1.55 -0.11 0.00
C -2.63 2.68 -1.48 0.00
C -1.44 -4.11 -1.86 0.00
C -0.99 -5.12 2.76 0.00
C -4.10 -0.04 -3.09 0.01
C -4.40 3.95 -0.42 0.00
C -4.93 2.78 0.14 0.00
C -2.37 -3.69 1.38 0.00
C 2.49 1.45 -3.02 0.00
C -1.41 2.68 -2.34 0.00
C 0.07 -3.58 1.21 0.00
C 6.38 1.88 0.78 0.00
C -3.04 -0.59 -2.19 0.04
C 2.16 2.51 3.40 0.00
C -4.92 0.31 0.50 0.00
C -3.73 -3.25 0.92 0.00
C -1.21 -3.16 0.79 0.00
C -0.03 4.32 1.45 0.00
C -2.25 -4.67 2.37 0.00
C 0.33 -0.60 -3.82 0.00
C -3.25 3.90 -1.20 0.00
C 1.04 1.60 3.02 0.00
C 1.32 -3.07 0.56 0.00
C -2.51 -1.87 -2.40 0.00
C 2.85 -1.45 -2.22 0.00
C -3.19 1.50 -0.93 0.00
C 5.07 1.23 0.36 0.00
C 0.89 3.27 0.92 0.00
H -3.86 -2.16 1.00 0.00
H -0.36 -4.31 -1.77 0.00
H 0.82 -0.55 -4.81 0.00
H -5.82 2.82 0.77 0.00
H -1.47 3.50 -3.07 0.00
H -0.50 2.87 -1.75 0.00
H 0.76 3.09 -0.15 0.00
H 2.41 -2.45 -2.16 0.00
H 4.44 1.96 -0.18 0.00
H 0.52 1.34 -0.79 0.00
H 0.13 1.75 3.61 0.00
H 3.36 1.61 -2.37 0.00
H 3.56 -1.44 -3.06 0.00
H 1.38 0.00 0.03 0.00
H -0.89 -5.90 3.51 0.00
H 3.05 2.38 2.78 0.00
H -3.93 -3.53 -0.13 0.00
H -1.75 -4.33 -2.88 0.00
H -2.79 -2.34 -3.34 0.00
H -3.78 0.89 -3.60 0.00
H -1.27 1.74 -2.90 0.00
H 1.31 -1.98 0.42 0.00
H 1.94 3.43 1.15 0.00
H 5.24 0.36 -0.29 0.00
H 2.46 2.26 4.43 0.00
H -0.04 -1.62 -3.68 0.00
H -0.18 1.36 1.21 0.00
H -0.54 0.07 -3.86 0.00
H 3.98 0.01 4.02 0.00
H -5.04 0.19 -2.55 0.00
H -2.82 4.81 -1.63 0.00
H 0.04 4.43 2.54 0.00
H 1.85 3.57 3.40 0.00
H 1.36 0.55 3.04 0.00
H -5.90 0.54 0.92 0.00
H 1.16 -4.91 2.49 0.00
H -4.33 -0.78 -3.87 0.00
H 5.03 -1.11 1.33 0.00
H 3.31 -0.91 1.80 0.00
H -4.50 -3.72 1.54 0.00
H 6.87 2.30 -0.09 0.00
H 6.21 2.68 1.51 0.00
H 2.19 -3.31 1.20 0.00
H 0.26 5.29 1.00 0.00
H 2.84 1.35 -4.06 0.00
H -1.97 -4.81 -1.19 0.00
H -4.30 -0.05 1.33 0.00
H 4.68 -1.60 3.77 0.00
H 1.51 -3.54 -0.42 0.00
H 1.85 2.33 -2.96 0.00
H 3.42 -1.26 -1.30 0.00
H 5.70 -0.16 3.58 0.00
H -3.15 -5.08 2.82 0.00
H -5.03 -0.51 -0.22 0.00
H -1.08 4.16 1.15 0.00
H 7.04 1.14 1.23 0.00
H -4.89 4.91 -0.24 0.00
```

---

3.
This record from OMol25 describes a molecular structure, C8H22FN2O2Pd. The level of theory is ωB97M-V/def2-TZVPD.

Output
**M**: 303.7 g mol⁻¹
**Electronic energy**: -805.268017 Eh
**E_LUMO (spin up / spin down)**: -4.63 / -7.76 eV
**Spin multiplicity**: 3
**Expectation value of S²**: 2.01
**Net charge**: +1
**Gap between HOMO and LUMO (spin up / spin down)**: 7.6 / 4.5 eV

Structure (XYZ):
```
36
Properties=species:S:1:pos:R:3:lowdin_spin:R:1
Pd 1.54 -2.63 3.91 0.92
F 0.65 -1.41 2.24 0.08
O -4.34 0.88 0.84 0.00
O 3.91 -0.31 -1.53 0.01
N 1.12 1.21 0.54 0.58
N -1.04 -0.42 -0.37 0.19
C 2.83 -0.29 -0.58 0.03
C -2.91 -1.73 0.66 0.02
C -2.49 -0.38 -0.07 0.02
C -2.86 0.84 0.77 0.00
C 4.21 -1.66 -1.79 0.00
C 2.27 1.13 -0.43 0.06
C -4.98 1.48 -0.25 0.00
C 3.35 2.05 0.13 0.04
H 5.02 -1.65 -2.51 0.00
H -5.81 2.19 -0.14 0.00
H 3.13 -0.46 0.45 0.00
H 4.54 -2.15 -0.87 0.00
H 2.89 3.00 0.41 0.00
H 2.16 -1.12 -0.81 0.00
H 1.93 1.54 -1.38 0.00
H 1.35 0.53 1.25 0.02
H 0.28 0.86 0.10 0.02
H 3.32 -2.09 -2.26 0.00
H 4.13 2.10 -0.63 0.00
H -2.49 1.79 0.40 0.00
H -5.51 0.69 -0.77 0.00
H -4.30 1.73 -1.05 0.00
H -0.60 -0.44 0.54 0.00
H -3.94 -1.63 1.00 0.00
H -3.00 -0.27 -1.03 0.00
H 3.72 1.69 1.09 0.00
H -2.74 -2.49 -0.11 0.00
H -2.17 -1.96 1.43 0.00
H -0.78 -1.25 -0.89 0.00
H -2.40 0.63 1.73 0.00
```

---

4.
This record from OMol25 describes C26H29N3O3 in the gas phase. The level of theory is ωB97M-V/def2-TZVPD.

Output
**M**: 431.5 g mol⁻¹
**Electronic energy**: -1398.195648 Eh
**E_LUMO**: 0.58 eV
**Gap between HOMO and LUMO**: 8.5 eV

Structure (XYZ):
```
61
Properties=species:S:1:pos:R:3:lowdin_charge:R:1
O 4.96 1.57 2.50 -0.08
O -3.07 2.72 0.42 0.05
O -2.43 -1.65 0.64 0.05
N -3.99 0.65 0.21 0.12
N -1.05 0.14 0.66 -0.05
N 1.01 -1.74 -0.25 0.15
C -3.09 1.53 0.65 -0.47
C 3.71 1.40 1.98 -0.28
C 5.29 -1.76 -0.58 -0.08
C 1.68 -2.68 -0.98 -0.20
C 3.49 1.95 0.72 0.00
C 5.16 -3.96 -1.49 -0.08
C 3.13 -2.75 -1.00 -0.15
C 3.78 -3.89 -1.47 -0.03
C -5.09 0.96 -0.69 -0.30
C 2.27 1.82 0.10 -0.03
C -1.35 -1.14 0.32 -0.38
C 5.92 -2.90 -1.04 -0.09
C -6.04 2.03 -0.16 -0.14
C -0.08 0.97 -0.03 -0.10
C 3.91 -1.68 -0.56 -0.02
C -6.83 2.48 -1.39 -0.18
C 1.44 0.59 1.97 -0.05
C 5.24 1.03 3.76 -0.09
C 1.23 1.13 0.71 -0.23
C -0.33 -1.92 -0.39 -0.17
C -1.99 0.86 1.51 -0.05
C -4.66 1.55 -2.03 -0.15
C -0.53 -2.99 -1.24 0.00
C -5.96 2.11 -2.61 -0.18
C 0.73 -3.46 -1.61 -0.02
C 2.67 0.72 2.61 -0.01
H 0.92 -4.27 -2.29 0.10
H -3.95 2.36 -1.84 0.11
H 4.30 2.48 0.24 0.12
H -7.04 3.55 -1.35 0.10
H 2.12 2.25 -0.88 0.12
H -6.46 1.35 -3.21 0.10
H 3.19 -4.73 -1.81 0.11
H -4.19 0.82 -2.69 0.11
H -1.48 -3.37 -1.55 0.11
H -7.79 1.95 -1.44 0.10
H 0.11 0.54 -1.02 0.14
H 7.00 -2.96 -1.06 0.10
H -6.68 1.66 0.64 0.11
H -5.77 2.97 -3.25 0.10
H -0.53 1.95 -0.18 0.14
H 6.28 1.29 3.96 0.09
H -5.63 0.03 -0.85 0.16
H 0.65 0.06 2.47 0.12
H 1.45 -1.09 0.38 0.12
H -1.45 1.63 2.06 0.13
H -3.80 -0.33 0.41 0.11
H -2.45 0.15 2.20 0.13
H -5.45 2.86 0.23 0.11
H 3.45 -0.76 -0.21 0.09
H 2.80 0.28 3.58 0.11
H 5.13 -0.06 3.77 0.10
H 5.64 -4.86 -1.86 0.10
H 5.88 -0.92 -0.23 0.10
H 4.61 1.46 4.54 0.10
```

---

5.
This record from OMol25 describes a molecular structure, C16H20F5MoN8O4S. The level of theory is ωB97M-V/def2-TZVPD.

Output
**M**: 611.4 g mol⁻¹
**Electronic energy**: -2326.118670 Eh
**E_LUMO (spin up / spin down)**: -4.35 / -4.36 eV
**Net charge**: +1
**Gap between HOMO and LUMO (spin up / spin down)**: 7.2 / 7.2 eV

Structure (XYZ):
```
55
Properties=species:S:1:pos:R:3:lowdin_charge:R:1
Mo -0.38 -1.21 0.95 1.48
S -2.24 0.05 0.25 0.70
F -1.98 4.58 2.65 0.15
F -1.46 2.96 0.57 0.08
F -3.66 -0.57 2.80 0.09
F -4.18 1.06 4.86 0.15
F -3.35 3.65 4.80 0.16
O 2.95 -2.08 3.06 0.13
O 1.38 -1.94 1.45 -0.21
O 0.49 -1.29 -2.03 -0.02
O -1.45 -2.60 2.01 -0.13
N 2.68 1.64 0.08 0.12
N -1.27 -2.87 0.75 -0.28
N -0.07 -0.29 2.94 -0.04
N -0.18 -1.98 -1.04 -0.13
N 1.77 2.11 -0.79 -0.06
N 2.16 0.66 0.68 0.05
N 0.90 0.45 0.22 -0.11
N 1.22 -0.66 3.36 0.03
C -1.36 -3.75 -0.19 -0.21
C 3.80 1.84 -2.96 -0.07
C -3.09 2.85 3.78 -0.13
C -2.40 3.32 2.68 -0.14
C -0.68 -3.15 -1.33 -0.23
C -3.24 0.70 2.73 -0.26
C 1.44 2.03 -3.84 -0.07
C -2.14 2.47 1.62 -0.24
C 1.93 -1.62 2.63 -0.67
C 0.67 1.38 -0.70 -0.15
C -2.55 1.15 1.61 -0.50
C 2.10 3.22 -1.70 -0.09
C -3.52 1.53 3.81 -0.14
C 2.56 2.73 -3.07 -0.40
C -0.56 -3.80 -2.67 0.01
C -2.02 -5.08 -0.10 0.02
H 1.43 -0.61 4.35 0.16
H 1.77 1.78 -4.84 0.09
H -0.88 -3.13 -3.46 0.10
H -0.79 -0.64 3.57 0.12
H 4.60 2.33 -2.41 0.09
H -2.44 -5.21 0.90 0.10
H -0.15 0.73 2.91 0.11
H 2.88 3.78 -1.20 0.13
H 0.55 2.66 -3.92 0.09
H 4.17 1.60 -3.96 0.09
H 1.21 3.85 -1.78 0.14
H 0.88 -1.94 -2.63 0.11
H -1.30 -5.87 -0.28 0.10
H 0.48 -4.11 -2.86 0.11
H -1.17 -4.70 -2.71 0.09
H 2.83 3.64 -3.61 0.14
H 3.57 0.90 -2.46 0.07
H -2.83 -5.16 -0.83 0.10
H -0.22 1.50 -1.27 0.12
H 1.15 1.09 -3.35 0.06
```

---

6.
This record from OMol25 describes a molecular structure, H4MgO14S3. The level of theory is ωB97M-V/def2-TZVPD.

Output
**M**: 348.5 g mol⁻¹
**Electronic energy**: -2450.376244 Eh
**E_LUMO**: 9.47 eV
**Net charge**: -4
**Gap between HOMO and LUMO**: 5.1 eV

Structure (XYZ):
```
22
Properties=species:S:1:pos:R:3:lowdin_charge:R:1
S -0.32 -2.84 -0.63 0.28
S 2.98 0.13 1.39 0.24
S -1.89 2.04 0.98 0.26
Mg -0.03 -0.31 -0.12 0.45
O -0.57 -2.07 0.63 -0.37
O 1.65 -0.33 0.87 -0.41
O -1.82 -0.20 -1.32 -0.08
O -1.61 -3.17 -1.33 -0.46
O 0.39 -1.80 -1.46 -0.41
O -1.01 0.82 1.15 -0.40
O 3.05 1.62 1.30 -0.48
O 4.06 -0.45 0.52 -0.50
O -1.17 3.08 0.18 -0.47
O -2.24 2.58 2.32 -0.48
O 0.44 -4.07 -0.40 -0.42
O -3.14 1.67 0.25 -0.48
O 3.17 -0.32 2.79 -0.48
O 0.77 1.13 -1.17 -0.03
H 1.44 1.74 -0.84 0.08
H -2.58 0.36 -1.51 0.04
H -1.98 -1.10 -1.63 0.03
H 0.40 1.48 -1.98 0.07
```

---

Here are the calculated largest force on an atom numbers, same order: 3.769, 1.914, 4.015, 0.673, 0.393, 1.798 (eV Å⁻¹).
Here are the calculated energy relative to the best compared isomer or geometry (same formula, charge and spin) numbers, same order: 299.77, 0.00, 180.37, 0.00, 2.81, 0.00 (kJ/mol).